[1]
This record from OMol25 describes a molecular structure, C4H4FN3. The level of theory is wB97M-V/def2-TZVPD.

As for the HOMO energy: -9.251 eV. The value obtained for the energy relative to the best compared isomer or geometry (same formula, charge and spin) is 6.219 eV. As for the gap between HOMO and LUMO: 9.59 eV. The lowest unoccupied orbital energy is 0.34 eV.

Structure (XYZ):
```
12
Properties=species:S:1:pos:R:3:forces:R:3
C 1.843285 -0.072482 -0.193638 -1.2 3.1 1.3
C -1.445556 0.338504 0.291797 -1.3 0.8 1.5
C -0.749144 -1.099788 -0.251380 -1.1 -1.5 0.1
C 0.478329 -0.260160 -0.180382 3.1 -5.8 -0.5
H -1.299081 0.529230 1.649377 -1.2 -1.0 -4.4
H -2.657837 0.763144 -0.219344 4.4 -1.1 1.7
H -0.878349 -2.060368 0.495071 0.3 2.5 -2.2
H -0.854319 -1.361404 -1.457978 -0.6 0.6 3.4
N 1.987259 1.338832 -0.111012 0.4 -2.8 -0.3
N 0.813938 1.838018 -0.094766 -0.6 3.4 0.3
N -0.064517 0.874712 -0.141364 -3.0 2.7 -0.4
F 2.825987 -0.828238 0.213621 0.8 -0.9 -0.6
```
Positions in Å, forces in eV/Å.


[2]
This record from OMol25 describes 4 unconnected molecules or ions with the total composition C6H18NO3. The level of theory is wB97M-V/def2-TZVPD.

As for the HOMO energy (spin up / spin down): -17.827 / -17.788 eV. As for the spin multiplicity: 2. The value obtained for the energy relative to the best compared isomer or geometry (same formula, charge and spin) is 0.000 eV. As for the gap between HOMO and LUMO (spin up / spin down): 7.93 / 5.32 eV. The lowest unoccupied orbital energy (spin up / spin down) is -9.90 / -12.47 eV. Its total charge is +2.

Structure (XYZ):
```
28
Properties=species:S:1:pos:R:3:forces:R:3
C 2.226756 3.365455 0.604675 -3.7 -0.9 -3.0
C 2.980283 2.130306 0.178407 1.5 0.9 -0.4
C 2.484929 0.722690 0.711354 0.6 -0.9 1.0
C 1.115159 0.370293 0.316608 -1.0 3.1 1.2
C 0.700904 -0.760980 -0.362953 0.5 -2.6 -1.7
N -0.585009 -1.167624 -0.772489 -1.2 2.2 0.5
C -1.723479 -0.543458 -0.447185 0.7 0.4 1.1
H 1.062250 3.243723 0.729661 1.7 -0.1 -0.9
H 2.341477 4.162343 -0.194281 0.2 -0.5 1.7
H 2.406220 3.476780 1.596946 1.3 1.7 2.7
H 4.047009 2.397082 0.418519 -0.8 -1.2 1.0
H 3.200842 2.139211 -0.885008 -1.1 -0.7 -0.6
H 2.474183 0.734867 1.884583 -0.3 0.5 -1.4
H 3.225436 -0.085807 0.553260 -0.5 0.4 -0.4
H 0.345022 1.212525 0.564762 1.3 -1.6 -0.6
H 1.472560 -1.482146 -0.734602 -0.6 0.7 0.4
H -0.741978 -1.864318 -1.539563 0.6 0.1 0.5
H -1.793931 0.429648 0.223111 0.3 -2.3 -1.6
H -2.633365 -1.081682 -0.757851 0.3 0.8 -0.1
H -4.001090 0.305916 1.549232 -1.5 3.7 2.6
H -3.749931 -1.174937 1.689600 -0.2 -2.1 2.4
O -3.766783 -0.449687 1.139619 1.7 -1.5 -4.7
H -2.381295 -1.943754 -4.043558 2.2 1.0 1.4
H -0.917851 -2.272855 -4.204142 0.1 0.5 0.4
O -1.461687 -1.702576 -3.622652 -2.2 -1.5 -1.4
H -2.837539 -3.404008 1.601197 0.1 0.5 0.0
H -1.522727 -3.757034 2.033054 2.0 -2.2 1.1
O -1.966378 -2.999976 1.769709 -2.2 1.8 -1.3
```
Positions in Å, forces in eV/Å.


[3]
This record from OMol25 describes C4H10N2S in the gas phase. The level of theory is wB97M-V/def2-TZVPD.

As for the HOMO energy: -8.178 eV. The value obtained for the energy relative to the best compared isomer or geometry (same formula, charge and spin) is 3.046 eV. As for the gap between HOMO and LUMO: 8.93 eV. Its SMILES is CN(C)N(C)C=S. The lowest unoccupied orbital energy is 0.75 eV.

Structure (XYZ):
```
17
Properties=species:S:1:pos:R:3:forces:R:3
C 0.506032 -1.233666 -1.162681 -1.5 -1.8 -2.4
C -0.024845 -1.317701 1.184281 -0.8 -1.1 -1.2
C 0.847670 1.862941 0.129406 -0.5 1.3 -1.5
C -1.486240 0.955572 -0.194631 0.5 0.6 1.1
H 1.418296 -1.937092 -1.414717 -1.6 1.6 0.8
H -0.496801 -1.937307 -1.156372 2.3 1.5 -0.4
H 0.343534 -0.421942 -1.937482 0.5 -1.5 0.3
H 0.854297 -1.960108 1.405142 -0.8 0.2 0.5
H -0.374747 -0.710788 2.112641 0.6 -1.1 -1.9
H -0.889813 -2.080769 0.668522 2.0 2.3 2.0
H 0.389848 2.904174 0.021007 0.5 -1.5 -0.4
H 1.788880 1.736997 -0.494366 -1.5 0.2 0.4
H 1.183833 1.854282 1.135898 0.2 -0.5 1.1
H -1.659533 2.038337 -0.122594 -0.2 -0.2 -0.4
N 0.552223 -0.493105 0.049385 -1.6 0.7 1.9
N -0.140974 0.789348 -0.136969 0.7 -1.1 0.6
S -2.811668 -0.049172 -0.086464 1.2 0.3 -0.5
```
Positions in Å, forces in eV/Å.